Below is a molecular structure, C14H23F4MnN3O6P2, with properties calculated with ωB97M-V/def2-TZVPD.

* 2S+1: 2
* gap between HOMO and LUMO (alpha / beta): 7.40 / 7.40 eV
* LUMO (alpha / beta): 0.26 / 0.26 eV

Last column: Löwdin charge in e.
Element x y z (Å)
Mn  -0.09  0.56  -0.54  0.7986
C  2.48  2.41  -1.41  -0.0770
C  2.52  2.19  0.10  -0.2384
N  2.11  0.83  0.49  -0.2065
C  3.03  -0.21  -0.01  -0.2208
C  2.31  -1.17  -0.96  -0.0705
C  1.92  0.75  1.95  -0.1770
C  0.51  1.15  2.34  -0.2228
N  -0.34  0.32  1.54  -0.0595
C  -1.61  0.03  1.87  -0.1945
C  -2.27  -0.96  1.09  -0.1710
F  -1.53  -1.47  0.06  0.0473
C  -3.57  -1.33  1.27  -0.2403
F  -4.12  -2.25  0.46  0.0873
C  -4.34  -0.75  2.26  0.0477
C  -3.73  0.21  3.05  -0.2255
F  -4.46  0.80  4.02  0.0876
C  -2.42  0.59  2.89  -0.1386
F  -1.92  1.55  3.70  0.0773
H  2.54  3.48  -1.63  0.0834
H  1.53  2.04  -1.81  0.0325
H  3.29  1.91  -1.93  0.0741
H  1.81  2.88  0.56  0.1078
H  3.52  2.41  0.48  0.1236
H  3.44  -0.78  0.83  0.1124
H  3.88  0.25  -0.52  0.1118
H  1.36  -1.47  -0.51  0.0693
H  2.90  -2.07  -1.13  0.0818
H  2.12  -0.70  -1.92  0.0619
H  2.66  1.37  2.48  0.1271
H  2.04  -0.29  2.25  0.1199
H  0.33  2.22  2.14  0.1132
H  0.38  0.98  3.41  0.1210
H  -5.38  -1.01  2.40  0.1290
N  -3.17  2.68  -3.62  0.1527
C  -1.76  2.49  -3.10  -0.4906
C  -0.84  3.58  -3.59  -0.0671
P  -1.35  0.73  -3.52  0.3493
O  -0.70  0.94  -5.00  -0.1376
O  -2.71  0.11  -3.64  -0.3005
O  -0.28  0.14  -2.65  -0.3364
P  -1.99  2.59  -1.24  0.3451
O  -2.42  1.06  -0.87  -0.1763
O  -3.16  3.49  -1.07  -0.2833
O  -0.67  2.73  -0.56  -0.2837
H  -3.21  3.15  -4.52  0.1602
H  -3.68  3.20  -2.87  0.1249
H  -3.51  1.67  -3.72  0.1231
H  -0.73  3.54  -4.67  0.0820
H  0.14  3.46  -3.14  0.0737
H  -1.22  4.56  -3.29  0.0939
H  -0.07  0.24  -5.19  0.0839
H  -3.36  0.84  -0.90  0.1146


Below is C4H6O2 in the gas phase, with properties calculated with ωB97M-V/def2-TZVPD.

* 2S+1: 1
* gap between HOMO and LUMO: 11.79 eV
* LUMO: 1.08 eV
* SMILES: O=COC1CC1

Last column: Löwdin charge in e.
Element x y z (Å)
O  2.09  0.37  1.27  0.0853
C  2.06  0.16  0.09  -0.3406
O  1.06  -0.44  -0.57  0.0054
C  -0.14  -0.58  0.17  -0.3141
C  -1.38  -0.44  -0.63  -0.0827
C  -0.95  0.67  0.29  -0.0858
H  2.85  0.44  -0.61  0.1459
H  -0.09  -1.28  0.99  0.1539
H  -1.26  -0.28  -1.70  0.1090
H  -2.24  -1.03  -0.35  0.1034
H  -0.51  1.55  -0.16  0.1132
H  -1.50  0.86  1.21  0.1072


Below is a molecular structure, C16H45Ba2N3O19S3Zn2, with properties calculated with ωB97M-V/def2-TZVPD.

* charge: +2
* 2S+1: 1
* gap between HOMO and LUMO: 2.51 eV
* LUMO: -8.43 eV

Last column: Löwdin charge in e.
Element x y z (Å)
Ba  9.60  21.90  -2.69  1.8670
Ba  4.27  25.65  -0.63  1.8821
Zn  1.11  18.11  0.21  0.9842
Zn  5.88  21.50  4.10  1.0590
S  5.76  19.76  -0.39  0.0738
O  5.58  21.04  -1.06  -0.4624
O  4.54  18.97  -0.39  -0.3484
O  6.81  19.08  -1.07  -0.3612
O  6.16  19.92  1.01  -0.3621
S  9.00  24.79  1.98  0.1708
O  8.04  24.10  2.79  -0.3249
O  10.31  24.11  2.01  -0.3378
O  8.51  24.61  0.59  -0.5010
O  9.12  26.16  2.55  -0.2763
S  2.16  21.91  3.08  0.1195
O  1.47  21.26  1.98  -0.3125
O  3.27  22.71  2.65  -0.4168
O  1.24  22.70  3.86  -0.2758
O  2.86  20.87  3.88  -0.3368
C  1.84  20.82  -4.67  -0.2854
C  0.77  19.80  -4.40  -0.2405
O  0.52  19.71  -3.01  -0.1091
O  3.17  20.36  -4.67  -0.0371
H  1.67  21.60  -3.93  0.1106
H  1.52  21.20  -5.65  0.1189
H  1.17  18.89  -4.85  0.1369
H  -0.09  20.24  -4.90  0.1216
H  0.02  20.51  -2.79  0.0797
H  3.47  20.40  -3.76  0.0841
C  8.21  14.65  1.23  -0.2404
C  7.99  14.22  -0.26  -0.1783
O  8.65  15.15  -1.20  -0.1082
O  7.03  15.31  1.57  -0.0752
H  9.08  15.30  1.23  0.1171
H  8.26  13.76  1.87  0.1174
H  6.96  14.32  -0.59  0.1149
H  8.38  13.20  -0.30  0.1094
H  8.17  15.98  -1.08  0.0559
H  7.11  16.22  1.30  0.0844
C  7.33  17.81  7.53  -0.0571
C  8.24  19.06  7.82  -0.4113
C  9.48  18.65  8.68  -0.2290
O  10.19  19.81  9.08  -0.1915
C  11.15  19.55  10.18  -0.0614
N  8.60  19.78  6.57  0.0400
H  7.87  17.01  7.03  0.0762
H  6.51  18.15  6.90  0.0592
H  6.78  17.53  8.43  0.0747
H  7.74  19.75  8.50  0.1311
H  10.01  17.95  8.04  0.1187
H  9.15  18.06  9.54  0.1222
H  12.02  19.00  9.82  0.0846
H  10.72  19.27  11.14  0.0900
H  11.66  20.50  10.34  0.0796
H  9.18  20.51  6.94  0.0584
H  9.36  19.23  6.19  0.0639
C  14.35  16.17  -0.78  -0.0507
C  14.16  17.59  -1.43  -0.4110
C  14.47  17.48  -2.98  -0.1612
O  15.73  17.05  -3.56  -0.1537
C  16.85  17.48  -2.91  -0.1659
N  12.82  18.19  -1.18  0.0146
H  13.83  16.05  0.18  0.0721
H  15.41  15.97  -0.65  0.0688
H  13.96  15.36  -1.40  0.0782
H  14.81  18.23  -0.85  0.1251
H  14.30  18.48  -3.39  0.1065
H  13.76  16.71  -3.27  0.1208
H  17.29  18.46  -2.73  0.0964
H  17.64  16.90  -3.38  0.0966
H  16.93  16.95  -1.96  0.0728
H  12.19  17.40  -1.20  0.0586
H  12.78  18.32  -0.17  0.0641
C  0.36  15.04  4.79  -0.0692
C  0.12  15.53  3.36  -0.3767
C  -1.28  16.27  3.29  -0.1215
O  -1.35  17.00  2.01  -0.2862
C  -2.60  17.55  1.72  -0.1451
N  1.27  16.37  2.84  0.0526
H  1.23  14.42  4.61  0.0786
H  -0.40  14.47  5.33  0.0885
H  0.63  15.82  5.50  0.0803
H  0.03  14.60  2.81  0.1324
H  -1.52  16.87  4.17  0.1294
H  -1.97  15.42  3.19  0.1236
H  -2.79  18.36  2.42  0.0914
H  -3.46  16.89  1.84  0.0881
H  -2.68  17.90  0.70  0.0837
H  2.09  15.80  2.68  0.0733
H  1.54  16.98  3.60  0.0791


Below is a molecular structure, C7H14N2OOsP, with properties calculated with ωB97M-V/def2-TZVPD.

* charge: +1
* 2S+1: 5
* gap between HOMO and LUMO (alpha / beta): 7.42 / 7.43 eV
* LUMO (alpha / beta): -2.53 / -5.66 eV

Last column: Löwdin charge in e.
Element x y z (Å)
C  1.25  -0.36  -1.28  -0.2696
C  0.46  0.08  -2.41  -0.3117
C  -0.57  -0.96  -2.63  -0.2256
C  -0.45  -1.86  -1.54  -0.2582
C  0.61  -1.45  -0.66  -0.3107
Os  -0.72  0.06  -0.85  1.3585
P  -0.79  2.16  0.18  0.5889
H  2.15  0.08  -0.95  0.1098
H  0.76  0.88  -3.11  0.1328
H  -1.11  -1.18  -3.54  0.1279
H  1.05  -1.95  0.19  0.1252
H  -0.86  -2.85  -1.38  0.1347
H  -1.92  2.54  1.02  -0.0581
H  -0.73  3.41  -0.57  -0.0758
H  0.31  2.51  1.11  -0.0639
C  -1.36  -0.87  4.27  -0.0576
N  -0.01  -0.72  3.77  0.0162
C  0.23  -0.34  2.48  -0.5808
N  1.53  -0.09  2.19  0.1745
O  -0.74  -0.21  1.68  -0.1945
H  -2.06  -1.20  3.50  0.0899
H  -1.72  0.09  4.66  0.0946
H  -1.34  -1.61  5.07  0.0926
H  0.79  -0.87  4.37  0.1449
H  1.86  0.36  1.33  0.0949
H  2.23  -0.16  2.93  0.1211


Below is a molecular structure, C17H29N6NdO4P, with properties calculated with ωB97M-V/def2-TZVPD.

* charge: +3
* 2S+1: 4
* gap between HOMO and LUMO (alpha / beta): 8.26 / 8.32 eV
* LUMO (alpha / beta): -9.16 / -9.10 eV

Last column: Löwdin charge in e.
Element x y z (Å)
Nd  0.41  -0.69  -1.18  1.8748
O  4.60  -1.16  1.11  0.2250
C  3.38  -1.11  0.67  -0.4451
O  2.96  -0.38  -0.23  -0.0112
C  2.43  -2.07  1.32  -0.1534
C  2.70  -3.08  2.23  0.0743
C  1.64  -3.91  2.60  0.0420
C  0.37  -3.74  2.06  0.0720
C  0.20  -2.70  1.17  -0.1579
N  1.20  -1.89  0.84  0.0251
C  -0.87  -2.23  0.20  -0.6381
O  -0.64  -2.59  -1.00  -0.1213
O  -1.55  -1.22  0.46  -0.0617
H  5.19  -0.54  0.65  0.1785
H  3.70  -3.22  2.61  0.1455
H  1.82  -4.72  3.30  0.1416
H  -0.44  -4.41  2.32  0.1445
N  -1.06  0.76  -2.74  -0.1067
C  -0.75  0.34  -4.15  -0.2125
C  -0.60  -1.19  -4.24  -0.1921
C  0.72  -1.66  -4.86  -0.1745
C  1.97  -1.36  -4.05  -0.2252
N  1.91  -2.02  -2.70  -0.0848
H  -2.03  0.48  -2.56  0.1018
H  -1.09  1.78  -2.72  0.0961
H  0.17  0.85  -4.44  0.1204
H  -1.53  0.68  -4.82  0.1335
H  -1.40  -1.59  -4.86  0.1350
H  -0.76  -1.65  -3.26  0.0595
H  0.84  -1.20  -5.84  0.1392
H  0.66  -2.74  -5.03  0.1330
H  2.12  -0.29  -3.90  0.1128
H  2.84  -1.73  -4.61  0.1357
H  2.86  -2.09  -2.35  0.0966
H  1.61  -2.98  -2.84  0.1135
C  -2.50  1.81  3.34  -0.0796
N  -2.84  2.51  2.01  -0.0570
C  -2.14  3.88  2.01  -0.0849
N  -0.75  3.73  2.21  -0.1427
C  -0.48  3.05  3.48  -0.1242
N  -1.09  1.72  3.50  -0.1378
C  -0.45  0.79  2.59  -0.2828
P  -0.60  1.34  0.81  0.9818
C  -2.44  1.69  0.83  -0.2353
C  -0.06  3.12  1.09  -0.2841
H  -2.96  0.82  3.31  0.1549
H  -2.95  2.40  4.13  0.1580
H  -3.86  2.66  1.98  0.1939
H  -2.59  4.46  2.82  0.1577
H  -2.36  4.36  1.06  0.1522
H  -0.89  3.65  4.30  0.1523
H  0.59  2.96  3.63  0.1468
H  -0.91  -0.20  2.68  0.0920
H  0.60  0.70  2.85  0.1058
H  -2.97  0.73  0.86  0.0997
H  -2.73  2.22  -0.07  0.1077
H  -0.23  3.71  0.18  0.1034
H  1.02  3.13  1.27  0.1066


Below is 2 unconnected molecules or ions with the total composition C3H4OS2, with properties calculated with ωB97M-V/def2-TZVPD.

* 2S+1: 1
* gap between HOMO and LUMO (alpha / beta): 7.84 / 7.84 eV
* LUMO (alpha / beta): -0.76 / -0.76 eV

Last column: Löwdin charge in e.
Element x y z (Å)
C  0.43  1.55  0.32  -0.0819
C  -1.31  -0.44  -0.64  -0.7755
C  -0.25  -0.47  0.29  -0.6952
O  1.44  1.77  -0.22  0.0855
S  -2.79  0.16  -0.28  0.6355
S  1.25  -1.36  -0.07  0.7350
H  -0.34  2.16  0.78  0.1063
H  -1.12  -0.80  -1.65  0.0512
H  -0.49  -0.52  1.34  0.0655
H  1.52  -0.73  -1.22  -0.1263


Below is a molecular structure, C5H8S, with properties calculated with ωB97M-V/def2-TZVPD.

* 2S+1: 3
* gap between HOMO and LUMO (alpha / beta): 7.11 / 7.05 eV
* LUMO (alpha / beta): 0.90 / -2.01 eV

Last column: Löwdin charge in e.
Element x y z (Å)
C  0.00  1.32  0.04  -0.2829
C  -0.27  1.90  1.18  -0.0661
C  0.01  -0.12  0.16  -0.8726
C  1.31  -0.79  -0.17  -0.0947
C  -1.14  -0.68  -0.68  -0.0968
S  -0.52  -0.26  1.96  0.8114
H  0.12  1.79  -0.92  0.1051
H  -0.40  2.61  1.95  0.0243
H  1.19  -1.87  0.15  0.0993
H  2.27  -0.51  0.18  0.0698
H  1.49  -0.77  -1.24  0.0841
H  -0.93  -0.51  -1.72  0.0872
H  -2.08  -0.37  -0.30  0.0690
H  -1.04  -1.73  -0.60  0.0629


Below is C4H4N2O in the gas phase, with properties calculated with ωB97M-V/def2-TZVPD.

* 2S+1: 1
* gap between HOMO and LUMO: 9.69 eV
* LUMO: 0.20 eV
* SMILES: O=Cc1cnc[nH]1

Last column: Löwdin charge in e.
Element x y z (Å)
O  -2.31  -1.41  -0.06  0.0391
C  -1.85  -0.29  0.02  -0.2237
C  -0.43  0.02  -0.02  -0.2365
C  0.20  1.23  -0.22  -0.0993
N  1.55  1.08  -0.23  0.0631
C  1.75  -0.18  0.04  -0.1826
N  0.60  -0.90  0.12  0.1160
H  -2.50  0.60  0.10  0.1272
H  -0.18  2.23  -0.15  0.1120
H  2.69  -0.48  0.48  0.1225
H  0.48  -1.89  -0.08  0.1623


Maximum force / eV/A: 1.79 0.46 4.52 11.45 2.63 3.18 2.73 1.04
DFT total energy / a.u.: -3396.31101 -306.45898 -7033.30362 -891.45855 -2196.67661 -988.22690 -593.30087 -339.55994